# 1
{
  "formula": "C5H12IN2O",
  "method": "ωB97M-V with the def2-TZVPD basis set",
  "multiplicity": 3,
  "s2": 2.008,
  "e_lumo_ev": [-3.767, -7.073],
  "total_charge": 1,
  "symbols": ["I", "O", "N", "N", "C", "C", "C", "C", "C", "H", "H", "H", "H", "H", "H", "H", "H", "H", "H", "H", "H"],
  "xyz": [[-2.92, 0.41, 0.10], [0.47, -2.18, 0.42], [-1.13, -2.07, -1.13], [-0.45, -0.18, 1.92], [0.08, 2.01, -0.07], [-1.01, -0.41, 0.65], [1.77, 0.27, -0.70], [0.36, 0.75, -0.66], [-0.63, -1.65, 0.05], [-0.66, -2.81, -1.61], [-0.98, 2.40, 0.23], [-0.14, 0.37, -1.57], [2.15, 0.69, 0.24], [1.03, -1.84, 1.25], [-1.91, -1.71, -1.57], [1.95, -0.72, -0.95], [0.46, 2.81, -0.75], [-0.30, 0.88, 1.95], [-1.09, -0.34, 2.59], [0.58, 2.31, 0.94], [2.40, 1.01, -1.34]]
}



# 2
{
  "formula": "C29H56B2NO15P",
  "method": "ωB97M-V with the def2-TZVPD basis set",
  "e_lumo_ev": -0.832,
  "symbols": ["P", "O", "O", "O", "O", "O", "O", "O", "O", "O", "O", "O", "O", "O", "O", "O", "N", "C", "C", "C", "C", "C", "C", "C", "C", "C", "C", "C", "C", "C", "C", "C", "C", "C", "C", "C", "C", "C", "C", "C", "C", "C", "C", "C", "C", "C", "B", "B", "H", "H", "H", "H", "H", "H", "H", "H", "H", "H", "H", "H", "H", "H", "H", "H", "H", "H", "H", "H", "H", "H", "H", "H", "H", "H", "H", "H", "H", "H", "H", "H", "H", "H", "H", "H", "H", "H", "H", "H", "H", "H", "H", "H", "H", "H", "H", "H", "H", "H", "H", "H", "H", "H", "H", "H"],
  "xyz": [[-4.98, -1.30, 3.41], [4.10, -3.47, 0.07], [-8.09, -1.53, -3.49], [-0.73, 2.16, 2.40], [-6.48, -0.71, 3.13], [-0.80, 6.89, -0.15], [-0.91, -3.45, 4.65], [1.94, 2.32, 2.99], [2.61, -2.56, -3.04], [-0.31, -0.92, -3.60], [0.56, 4.63, 1.00], [-1.93, 1.41, -2.17], [-4.38, -0.36, 4.60], [-0.11, 6.40, -2.91], [3.81, 0.15, 0.25], [6.85, -3.08, 0.50], [-6.25, -1.16, -0.98], [-2.06, 6.79, 0.49], [3.34, -4.61, 0.43], [2.78, -2.00, -4.35], [0.53, 1.33, -4.40], [-3.64, -0.28, -0.36], [-4.06, -0.58, 1.99], [3.35, -2.27, 0.14], [-2.09, 0.61, 1.25], [-2.88, 0.12, 2.27], [2.51, 0.39, -0.08], [8.06, -3.72, 0.88], [1.65, 0.82, 0.93], [4.59, 0.78, 3.11], [0.79, 0.45, -1.78], [-0.81, 1.33, 1.51], [4.27, -5.76, 0.77], [-1.28, 5.79, -3.42], [-5.63, -1.64, 0.26], [0.31, 0.99, 0.56], [-2.48, 0.40, -0.07], [3.17, 0.13, 3.18], [2.11, 0.25, -1.40], [4.33, -1.14, -0.09], [0.75, 4.24, -0.36], [-8.15, -0.15, -3.86], [-1.55, 0.92, -1.12], [-2.10, -3.30, 5.43], [-0.11, 0.79, -0.77], [-4.43, -0.80, 0.65], [0.31, 0.27, -3.28], [2.22, 1.10, 2.40], [-7.25, -1.33, -0.96], [8.26, -4.59, 0.24], [1.45, 3.40, -0.44], [1.91, -2.20, -4.97], [1.21, 2.31, 3.61], [-2.76, -2.65, 4.87], [4.81, 1.28, 4.05], [-1.61, 4.96, -2.79], [2.88, -0.93, -4.22], [5.36, 0.04, 2.94], [-1.88, -2.82, 6.39], [-7.19, 0.21, -4.22], [2.86, 0.11, 4.22], [0.18, 3.88, 1.46], [-5.91, -1.70, -1.77], [5.00, -5.46, 1.53], [-2.78, 7.34, -0.12], [2.56, -2.30, -0.63], [3.21, -0.88, 2.77], [4.62, -1.15, -1.15], [-0.31, -4.02, 5.14], [6.12, -3.69, 0.61], [1.15, 5.09, -0.89], [-6.49, 0.09, 2.58], [-2.56, 0.27, 3.29], [-8.42, 0.41, -2.96], [3.67, -2.38, -4.84], [-2.04, 7.24, 1.49], [3.71, -6.59, 1.19], [-0.20, 3.96, -0.83], [8.04, -4.04, 1.92], [-6.38, -1.66, 1.05], [8.87, -3.01, 0.75], [4.67, 1.54, 2.32], [2.70, -4.92, -0.41], [-5.27, -2.67, 0.14], [0.00, -1.62, -3.00], [-2.10, 6.51, -3.53], [-2.59, -4.25, 5.60], [-2.39, 5.75, 0.57], [4.79, -6.12, -0.12], [-0.17, 6.40, 0.39], [-1.04, 5.40, -4.41], [-3.91, -0.43, -1.40], [-0.23, 1.20, -5.18], [-7.86, -2.04, -4.27], [2.53, -3.52, -3.13], [-4.27, 0.57, 4.36], [0.47, 2.35, -4.02], [-0.32, 6.75, -2.03], [1.50, 1.21, -4.88], [2.87, -0.03, -2.13], [5.23, -1.31, 0.50], [2.84, -2.21, 1.11], [2.68, -4.40, 1.28], [-8.91, 0.02, -4.62]]
}



# 3
{
  "formula": "C2H3ClO2",
  "method": "ωB97M-V with the def2-TZVPD basis set",
  "e_lumo_ev": 0.199,
  "de_lowest_ev": 3.514,
  "symbols": ["Cl", "O", "O", "C", "C", "H", "H", "H"],
  "xyz": [[1.85, -1.13, 1.87], [-0.68, 0.38, 1.55], [1.68, -0.43, 0.41], [-0.22, 0.26, 0.52], [-0.59, 0.23, -0.87], [-0.38, 1.09, -1.46], [-1.64, 0.25, -0.78], [-0.02, -0.65, -1.24]]
}



# 4
{
  "formula": "C38H74N2O18",
  "method": "ωB97M-V with the def2-TZVPD basis set",
  "e_lumo_ev": -1.009,
  "symbols": ["O", "O", "O", "O", "O", "O", "O", "O", "O", "O", "O", "O", "O", "O", "O", "O", "O", "O", "N", "N", "C", "C", "C", "C", "C", "C", "C", "C", "C", "C", "C", "C", "C", "C", "C", "C", "C", "C", "C", "C", "C", "C", "C", "C", "C", "C", "C", "C", "C", "C", "C", "C", "C", "C", "C", "C", "C", "C", "H", "H", "H", "H", "H", "H", "H", "H", "H", "H", "H", "H", "H", "H", "H", "H", "H", "H", "H", "H", "H", "H", "H", "H", "H", "H", "H", "H", "H", "H", "H", "H", "H", "H", "H", "H", "H", "H", "H", "H", "H", "H", "H", "H", "H", "H", "H", "H", "H", "H", "H", "H", "H", "H", "H", "H", "H", "H", "H", "H", "H", "H", "H", "H", "H", "H", "H", "H", "H", "H", "H", "H", "H", "H"],
  "xyz": [[-10.39, -4.50, -0.74], [-6.07, -7.00, -2.02], [2.11, -0.49, -1.96], [4.44, 8.75, 5.02], [7.57, 3.31, 1.28], [4.43, -2.23, -0.12], [-4.11, -0.92, -4.16], [6.01, 6.86, 6.91], [4.85, 9.99, 7.83], [9.60, 4.33, 3.91], [-2.98, -7.11, -3.56], [-4.78, -9.60, -3.10], [-2.16, -0.03, -3.50], [-6.35, -1.69, -5.68], [-9.58, -2.83, 0.55], [6.84, 2.97, 4.28], [4.93, 0.60, -1.28], [-7.48, 0.19, -5.29], [-12.25, -2.72, -4.83], [-9.11, -2.79, -1.71], [-5.54, -2.17, -2.60], [-11.33, -2.33, -2.59], [-7.35, -6.42, -1.97], [-7.12, -1.08, -5.00], [3.02, 0.22, -2.78], [6.33, 3.50, 1.93], [-2.06, -2.16, -4.53], [10.33, 5.36, 4.53], [6.07, 5.47, 7.16], [-7.05, -2.18, -2.73], [6.54, 4.00, 3.35], [8.15, 2.43, 4.22], [6.22, 7.15, 5.54], [-12.09, -1.73, -3.76], [-9.16, -1.70, -3.78], [-1.61, -6.81, -3.50], [7.43, 2.56, 0.09], [-4.76, -9.01, -1.81], [-1.46, -2.95, -3.36], [4.45, 0.17, -0.02], [-2.75, -0.94, -4.00], [-6.04, -8.30, -1.44], [3.62, 8.74, 6.18], [5.17, -3.42, 0.05], [4.45, -0.12, -2.41], [5.13, 11.26, 8.37], [-4.84, -0.84, -2.92], [5.83, 8.58, 5.23], [3.70, 10.01, 7.00], [-9.78, -3.46, -0.48], [5.07, -1.12, 0.46], [-4.66, -8.72, -4.20], [0.80, 0.02, -2.05], [-3.25, -8.20, -4.42], [-7.78, -2.75, -1.71], [-9.83, -2.26, -2.71], [-7.77, -1.66, -3.80], [9.20, 3.33, 4.83], [7.04, 5.06, 6.87], [-1.04, -7.66, -3.09], [-0.94, -2.27, -2.69], [-7.38, 0.29, -6.24], [-4.17, -0.56, -2.12], [4.74, 0.96, 0.68], [-0.74, -3.67, -3.72], [-6.90, -8.88, -1.80], [10.63, 6.07, 3.76], [-7.70, -6.33, -0.94], [2.81, 10.09, 7.63], [-1.28, -1.83, -5.20], [-13.06, -1.42, -3.40], [6.30, 8.85, 4.28], [5.32, -3.64, 1.12], [-6.10, -8.19, -0.35], [6.14, -1.12, 0.21], [-11.58, -1.75, -1.70], [8.42, 2.47, -0.36], [5.76, 4.25, 1.37], [4.60, -4.24, -0.40], [5.37, 11.97, 7.57], [3.75, 10.87, 6.32], [-5.08, -3.00, -3.14], [-1.22, -6.57, -4.50], [7.30, 4.79, 3.38], [5.27, 4.95, 6.62], [8.80, 3.80, 5.74], [-2.26, -3.49, -2.85], [-4.62, -9.84, -1.11], [0.76, 1.05, -1.69], [-4.93, -9.32, -5.08], [0.43, -0.02, -3.09], [-5.33, -2.37, -1.55], [-3.15, -7.86, -5.46], [-3.90, -8.34, -1.70], [-9.69, -1.26, -4.61], [-5.56, -0.03, -3.05], [-1.47, -5.95, -2.85], [-5.37, -7.90, -4.13], [5.64, 6.46, 4.92], [-2.75, -2.78, -5.11], [5.93, 5.32, 8.23], [5.99, 11.16, 9.02], [-11.65, -3.35, -2.38], [7.06, 1.55, 0.31], [6.76, 3.06, -0.61], [2.83, -0.05, -3.82], [-7.25, -3.19, -0.87], [5.08, 0.19, -3.24], [2.86, 1.30, -2.66], [3.83, 7.86, 6.79], [10.08, 2.73, 5.10], [5.77, 2.56, 1.96], [0.15, -0.59, -1.43], [6.21, 9.26, 5.99], [8.11, 1.52, 4.82], [3.36, 0.12, -0.01], [4.57, -1.19, -2.28], [-11.34, -3.05, -5.11], [6.14, -3.35, -0.45], [2.60, 8.65, 5.80], [-2.54, -9.01, -4.24], [4.96, -1.19, 1.56], [-11.62, -0.80, -4.11], [9.71, 5.88, 5.27], [11.23, 4.97, 5.02], [5.60, 4.43, 3.69], [4.28, 11.64, 8.95], [-7.28, -5.43, -2.41], [7.29, 7.00, 5.32], [-8.07, -7.01, -2.55], [-12.72, -2.32, -5.63], [8.42, 2.14, 3.20]]
}